ORCA calculation (ωB97M-V/def2-TZVPD) on the molecule C2H3N3O.

Results
Energy   -317.35789 a.u.
E_LUMO   -0.015 Ha
Total charge   0
Relative energy (zero: lowest compared OMol25 entry of this formula, charge and spin)   109.5 kcal per mole
Spin multiplicity   1
Frontier orbital gap   8.3 eV

Bonds (Å) are listed after each position.
Geometry (Å):
1 N -1.923 0.029 -0.045  C2 1.327, H7 1.016, H8 1.007
2 C -0.994 -0.553 0.702  N1 1.327, N3 1.312
3 N 0.134 -0.883 0.119  C2 1.312, C4 1.257
4 C 1.345 -0.544 0.093  N3 1.257, N5 1.471, H9 1.089
5 N 1.810 0.688 0.750  C4 1.471, O6 1.203
6 O 1.779 1.653 0.032  N5 1.203
7 H -1.801 0.320 -1.011  N1 1.016
8 H -2.828 0.195 0.364  N1 1.007
9 H 2.135 -1.196 -0.277  C4 1.089

Results of the natural (NBO) charge analysis, in e, for atoms 1 through 4: -0.7749, 0.2302, -0.4216, 0.1173